The following is a quantum chemistry calculation of a molecular structure, C5H12N2O at a distorted geometry, from the OMol25 dataset.

The calculation puts the HOMO-LUMO gap at 0.34027 hartree. As for the LUMO energy: 0.995 eV. The calculation puts the energy above the lowest of the compared OMol25 structures with the same formula, charge and spin at 366.44 kJ/mol. As for the total energy: -382.36296 a.u.

Element x y z (Å)
C  0.952981  -0.505494  -0.325995
C  -1.225461  0.926350  -0.154212
C  1.770755  -1.453728  0.553287
C  -1.166534  1.420141  -1.557280
C  -0.278238  -0.014251  0.450176
N  -1.263495  -1.066175  0.819087
O  1.722674  0.601950  -0.747333
N  -0.023114  1.102143  1.263515
H  1.711562  1.213337  0.010049
H  0.633136  -1.019368  -1.239978
H  -2.163088  1.119719  0.361044
H  -1.296380  -1.895186  0.233599
H  -1.198981  -1.307016  1.802548
H  -0.711340  1.262316  1.993772
H  2.696201  -1.700602  0.036076
H  1.232799  -2.380955  0.751496
H  2.011680  -0.963862  1.495494
H  -2.019743  2.061786  -1.780339
H  -1.137394  0.601526  -2.275683
H  -0.248021  1.997368  -1.689322

Forces on atoms 1 to 2 (eV/Å):
C -0.1 0.0 0.4
C 1.7 1.7 0.2

Here are the natural (NBO) charges for atoms 1 to 6, given in e:
1. C 0.0944
2. C 0.0717
3. C -0.6338
4. C -0.6830
5. C 0.1292
6. N -0.8729